Entry from the Open Molecules 2025 dataset: a structure of composition C21H28AuFN3O5PS2 at a distorted geometry (wB97M-V/def2-TZVPD).

Output
**HOMO energy (alpha / beta)**: -0.3332 / -0.3780 hartree
**2S+1**: 2
**Total charge**: +1
**E**: -74300.559 eV
**Largest force on an atom**: 2.636 eV Å⁻¹

```
62
Properties=species:S:1:pos:R:3:forces:R:3:lowdin_spin:R:1
Au 3.885 -0.363 -0.046 0.0 -0.3 0.3 0.3813
C 4.580 5.752 -0.937 0.3 -0.3 0.1 0.0011
C 5.532 4.659 -1.382 -0.3 0.3 -0.5 0.0093
O 5.899 3.887 -0.227 0.7 -1.1 1.5 0.0098
P 5.802 2.274 -0.209 -1.3 -1.2 -1.9 0.0173
S 6.084 -0.062 0.905 -0.7 2.0 -0.7 0.3395
S 3.874 1.888 -0.868 0.5 -0.3 1.0 0.1433
O 6.603 1.849 -1.538 0.1 0.2 0.3 -0.0046
C 8.032 1.974 -1.546 0.5 -0.1 -0.2 0.0002
C 8.617 0.860 -2.391 -0.2 0.2 0.2 -0.0001
H 4.135 6.244 -1.796 0.0 0.1 -0.1 -0.0001
H 5.110 6.487 -0.339 0.0 0.1 0.1 0.0000
H 3.796 5.310 -0.328 -0.2 0.0 0.0 0.0010
H 6.445 5.079 -1.814 -0.1 -0.1 0.1 0.0004
H 5.062 4.002 -2.121 0.1 0.1 0.1 0.0038
H 8.408 1.919 -0.520 0.1 0.0 0.0 0.0010
H 8.290 2.953 -1.962 0.0 0.0 0.1 -0.0001
H 8.283 -0.104 -2.018 0.0 -0.1 0.1 0.0000
H 9.702 0.903 -2.350 0.1 0.0 0.0 0.0000
H 8.299 0.962 -3.424 0.0 0.0 -0.1 0.0000
F -2.624 2.137 -0.109 -0.1 0.1 0.0 0.0000
C -2.327 0.830 0.077 0.3 -0.1 0.0 -0.0001
C -1.002 0.479 0.014 -0.4 -0.2 0.0 0.0002
C -0.608 -0.849 0.165 -0.3 0.1 0.0 0.0032
C 0.821 -1.179 0.054 -0.5 -0.6 0.1 0.0041
O 1.609 -0.261 -0.212 0.3 0.3 -0.2 0.0571
C 1.124 -2.564 0.245 0.6 0.1 -0.1 -0.0002
C 0.106 -3.444 0.449 0.3 0.2 -0.1 -0.0008
N -1.201 -3.126 0.547 0.1 -0.2 0.2 -0.0010
C -2.156 -4.192 0.639 -0.3 -0.3 -0.1 -0.0001
C -2.981 -4.394 1.876 -0.1 0.0 0.1 0.0000
C -1.870 -5.343 1.550 -0.1 0.0 0.0 0.0000
C -1.595 -1.819 0.409 0.1 0.7 -0.1 0.0004
C -2.938 -1.426 0.502 0.0 -0.1 -0.1 0.0002
C -3.347 -0.111 0.319 0.6 -0.1 0.1 -0.0003
N -4.714 0.228 0.444 -0.3 0.1 0.2 -0.0001
C -5.110 1.633 0.394 0.2 0.2 0.0 0.0000
C -6.608 1.755 0.712 0.3 0.6 -0.4 0.0000
N -6.989 0.579 1.530 -0.2 0.1 0.5 0.0000
C -6.977 -0.644 0.685 0.2 -0.7 -0.5 0.0000
C -5.717 -0.600 -0.204 0.0 0.0 -0.2 0.0000
C 2.533 -3.218 0.183 -1.8 -0.4 -0.1 0.0032
O 2.508 -4.436 0.106 0.4 -0.3 0.0 0.0021
O 3.553 -2.492 0.243 1.4 1.2 0.0 0.0283
H -0.243 1.223 -0.173 0.0 0.1 0.0 0.0002
H 0.366 -4.493 0.520 0.0 0.1 0.0 0.0000
H -2.626 -4.403 -0.315 0.0 -0.1 0.0 0.0000
H -3.999 -4.727 1.745 -0.1 -0.1 -0.1 0.0000
H -2.843 -3.718 2.706 0.2 0.1 0.0 0.0000
H -2.104 -6.336 1.203 -0.1 0.0 -0.1 0.0000
H -0.984 -5.294 2.162 0.1 0.1 0.0 0.0000
H -3.669 -2.183 0.731 -0.1 -0.1 0.0 0.0000
H -4.919 2.093 -0.583 -0.1 0.0 0.1 0.0000
H -4.534 2.181 1.142 -0.1 0.0 -0.1 0.0000
H -7.221 1.756 -0.191 0.0 -0.1 0.2 0.0000
H -6.805 2.680 1.256 -0.1 -0.2 0.0 0.0000
H -7.898 0.705 1.985 0.2 0.0 -0.1 0.0000
H -6.266 0.472 2.254 -0.2 -0.1 -0.1 0.0000
H -7.877 -0.659 0.068 0.0 0.1 0.2 0.0000
H -6.991 -1.519 1.336 0.0 0.2 0.1 0.0000
H -5.975 -0.189 -1.190 0.0 -0.1 0.0 0.0000
H -5.341 -1.607 -0.363 -0.1 0.1 0.0 0.0000
```
Positions in Å, forces in eV/Å.

Entry from the Open Molecules 2025 dataset: a cluster of 3 separate species, C21H28BIN2O7 in total at a distorted geometry (wB97M-V/def2-TZVPD).

Output
**HOMO energy**: -0.3124 hartree
**SMILES string**: CC[C@@H](I)C(=O)O[C@H](CCN)B(O)N(C)C.O=C1C=CC(=O)C=C1.O=C1C=CC(=O)C=C1
**E**: -48318.040 eV
**Largest force on an atom**: 3.494 eV Å⁻¹

```
60
Properties=species:S:1:pos:R:3:forces:R:3:nbo_charge:R:1
C -3.524 -4.077 -1.264 0.7 -1.1 -0.4 -0.6337
C -3.368 -5.265 -0.180 0.0 1.3 0.6 -0.4273
C -2.656 -4.643 1.108 0.3 1.3 -0.2 -0.3963
I -1.968 -6.173 2.539 -0.4 0.7 -0.6 0.1096
C -1.343 -3.785 0.736 0.7 -1.9 -1.3 0.7975
O -0.609 -4.248 -0.145 -1.6 2.0 2.4 -0.5649
O -1.115 -2.607 1.473 -1.0 -1.4 -1.1 -0.5607
C -1.269 -1.406 0.640 0.6 0.0 -0.9 -0.2809
C 0.098 -1.209 -0.174 -0.6 0.0 -1.2 -0.4301
C 0.444 0.296 -0.559 1.5 -0.2 -0.7 -0.2495
N 1.267 1.007 0.484 -1.3 -0.6 -0.5 -0.8923
B -1.738 -0.124 1.518 -0.4 1.6 0.5 1.1816
O -2.379 0.969 0.798 0.1 -3.0 0.5 -0.8937
N -1.584 0.055 2.983 0.4 -1.1 -1.3 -0.7610
C -0.238 -0.335 3.480 0.6 -0.9 0.1 -0.4306
C -2.692 -0.553 3.767 -0.1 0.8 1.7 -0.4119
H -3.742 -3.069 -0.792 -0.1 -1.3 -0.5 0.1996
H -4.311 -4.402 -2.019 0.9 0.8 1.0 0.2258
H -2.539 -3.966 -1.837 -1.4 -0.1 0.8 0.2299
H -4.408 -5.593 0.164 1.5 0.2 -0.5 0.2195
H -2.763 -6.129 -0.587 -0.8 1.1 0.4 0.2366
H -3.358 -3.957 1.673 0.8 -1.0 -0.6 0.2317
H -2.117 -1.633 -0.100 1.1 0.4 0.7 0.1883
H 0.947 -1.754 0.362 -1.2 1.1 -0.5 0.2468
H -0.035 -1.772 -1.168 0.2 0.7 1.4 0.2134
H -0.453 0.915 -0.903 0.9 -1.0 0.6 0.1720
H 1.134 0.240 -1.474 -1.2 0.0 1.2 0.2151
H 0.688 1.672 1.016 0.9 -0.3 -0.4 0.3861
H 2.069 1.462 0.042 -0.6 0.0 0.3 0.3841
H -2.793 0.504 0.033 0.5 1.0 0.3 0.4763
H 0.567 -0.191 2.680 -1.2 0.1 1.1 0.2335
H -0.221 -1.452 3.743 0.0 1.4 -0.2 0.1815
H 0.058 0.254 4.404 -0.4 -0.6 -1.1 0.2014
H -2.296 -1.451 4.366 -0.8 0.9 -1.1 0.1960
H -3.021 0.208 4.566 0.3 -1.1 -1.1 0.1956
H -3.624 -0.796 3.168 1.2 0.1 0.5 0.1993
O -1.772 7.274 -0.976 0.1 -0.2 0.1 -0.4862
C -1.209 6.408 -0.334 -0.2 0.3 -0.2 0.4709
C -0.335 6.747 0.810 0.2 -0.1 0.2 -0.2239
C 0.283 5.797 1.512 0.0 0.3 0.0 -0.2315
C 0.121 4.366 1.178 0.1 -0.2 0.2 0.4933
O 0.685 3.501 1.821 -0.2 0.4 0.0 -0.5005
C -0.753 4.028 0.034 -0.2 0.0 -0.3 -0.2342
C -1.372 4.977 -0.668 0.1 -0.3 0.1 -0.2188
H -0.228 7.799 1.041 0.0 0.0 0.0 0.2335
H 0.927 6.027 2.352 0.0 0.0 0.0 0.2334
H -0.861 2.975 -0.197 0.0 0.0 0.1 0.2428
H -2.015 4.748 -1.508 0.0 0.0 0.0 0.2308
O 6.876 -1.509 -4.499 -0.2 0.1 0.1 -0.4780
C 5.993 -0.880 -3.950 0.3 -0.2 -0.2 0.4698
C 4.871 -0.299 -4.719 -0.3 0.2 0.0 -0.2238
C 3.904 0.393 -4.115 0.1 -0.1 -0.3 -0.2242
C 3.911 0.606 -2.652 -0.2 0.2 0.2 0.4807
O 3.027 1.236 -2.102 0.3 0.0 -0.2 -0.5143
C 5.032 0.025 -1.883 0.2 -0.1 0.0 -0.2229
C 5.999 -0.667 -2.486 -0.1 0.1 0.3 -0.2246
H 4.881 -0.465 -5.789 0.0 0.0 0.0 0.2352
H 3.076 0.826 -4.662 0.0 0.0 0.0 0.2321
H 5.021 0.191 -0.813 0.0 0.0 0.0 0.2360
H 6.827 -1.100 -1.939 0.0 0.0 0.0 0.2362
```
Positions in Å, forces in eV/Å.

Entry from the Open Molecules 2025 dataset: a structure of composition C21H28Cl2N2NiO2SSe (wB97M-V/def2-TZVPD).

Output
**HOMO energy (alpha / beta)**: 0.0155 / 0.0194 hartree
**2S+1**: 3
**Total charge**: -2
**E**: -171572.963 eV
**Largest force on an atom**: 0.777 eV Å⁻¹

```
58
Properties=species:S:1:pos:R:3:forces:R:3:lowdin_spin:R:1
Ni 0.685 0.208 -0.606 0.2 0.3 0.4 0.9817
Se 3.283 -0.068 -0.990 -0.3 0.1 0.0 0.8774
C 0.475 3.839 0.748 -0.1 0.0 0.1 -0.0011
C 1.770 3.541 0.011 0.0 -0.2 0.0 0.0028
O 1.573 2.656 -1.067 0.3 0.3 -0.1 0.0329
C 1.226 3.299 -2.276 -0.1 0.0 0.1 0.0014
C 1.042 2.255 -3.350 0.0 -0.1 0.0 0.0040
H 0.688 4.279 1.730 0.0 0.0 -0.1 0.0000
H -0.096 2.911 0.854 0.0 0.0 0.0 -0.0007
H -0.162 4.525 0.188 0.0 0.0 0.0 0.0000
H 2.489 3.043 0.669 0.0 0.0 0.0 0.0019
H 2.246 4.468 -0.345 0.0 0.0 0.0 0.0000
H 2.031 4.003 -2.536 0.0 0.1 -0.1 0.0002
H 0.297 3.862 -2.148 -0.1 0.0 0.0 0.0001
H 1.992 1.793 -3.624 0.0 0.0 0.0 0.0036
H 0.577 2.712 -4.227 0.1 0.0 -0.1 0.0002
H 0.381 1.470 -2.979 -0.1 0.1 0.0 0.0005
Cl -2.510 -2.006 -0.548 0.0 0.1 0.1 0.0000
C -3.250 -0.416 -0.821 0.0 0.2 0.0 0.0022
C -4.618 -0.423 -0.954 0.0 0.1 0.0 -0.0005
C -5.349 0.740 -1.227 0.1 0.0 0.0 -0.0022
C -4.605 1.919 -1.404 0.0 -0.1 0.0 0.0000
C -3.243 1.935 -1.268 0.0 -0.2 0.1 0.0034
Cl -2.439 3.485 -1.569 0.0 -0.1 0.1 -0.0001
C -2.358 0.793 -0.854 -0.3 0.0 0.0 0.0105
N -1.130 0.898 -0.570 0.2 0.1 -0.2 0.0531
H -5.136 -1.373 -0.856 0.0 0.0 0.0 0.0001
H -6.429 0.726 -1.317 0.0 0.0 0.0 -0.0003
H -5.109 2.845 -1.668 0.0 0.0 0.0 0.0003
N 0.417 -1.415 -1.759 0.0 -0.2 -0.4 0.0149
C 0.617 -2.507 -1.467 0.2 -0.7 0.0 0.0129
C 0.896 -3.867 -1.072 -0.2 0.4 -0.1 0.0023
C 0.351 -4.353 0.112 -0.1 -0.1 0.2 0.0000
C 0.587 -5.670 0.479 0.0 0.1 0.0 0.0000
C 1.365 -6.495 -0.321 0.0 0.0 0.0 -0.0002
C 1.926 -5.999 -1.490 0.0 0.1 -0.1 0.0000
C 1.694 -4.683 -1.867 0.1 -0.1 -0.1 0.0003
H -0.214 -3.673 0.737 0.0 0.0 0.0 0.0000
H 0.168 -6.048 1.404 0.0 0.0 0.0 0.0000
H 1.542 -7.524 -0.032 0.0 0.0 0.0 0.0000
H 2.549 -6.634 -2.107 0.0 0.0 0.0 0.0000
H 2.133 -4.270 -2.766 0.0 0.0 0.0 0.0000
C -1.648 -0.278 2.458 0.0 -0.1 0.0 -0.0002
C -0.274 0.272 2.795 0.0 -0.1 0.0 -0.0017
S 0.967 -0.325 1.619 -0.2 -0.7 0.1 -0.0009
O 0.980 -1.827 1.827 0.0 0.6 0.0 -0.0008
C 2.451 0.242 2.506 0.1 0.0 0.0 0.0008
C 2.369 1.586 3.219 0.0 0.0 -0.1 0.0000
H -2.390 0.103 3.165 0.0 0.0 0.0 -0.0001
H -1.649 -1.367 2.497 0.0 0.0 0.0 0.0000
H -1.926 0.028 1.450 0.0 0.0 0.0 0.0000
H 0.074 -0.059 3.779 0.0 0.1 0.0 0.0001
H -0.272 1.362 2.737 0.0 0.0 0.0 -0.0004
H 3.212 0.257 1.721 0.0 0.0 0.0 0.0017
H 2.668 -0.588 3.185 0.0 0.1 0.1 0.0000
H 1.940 2.357 2.576 0.0 -0.1 0.0 -0.0002
H 3.375 1.915 3.492 0.0 0.0 0.0 0.0001
H 1.772 1.543 4.130 0.0 0.0 0.0 0.0000
```
Positions in Å, forces in eV/Å.